The following is a DFT calculation (wB97M-V/def2-TZVPD) of a structure of composition C10H26OPSn at a distorted geometry.

```
! RIJCOSX wB97M-V def2-TZVPD def2/J DEFGRID3
* xyz 1 1
C -0.93158 4.24750 -1.39140
O -0.63164 2.93856 -0.95401
C -1.51264 1.98089 -1.40381
C -0.71162 0.69845 -1.69222
C -1.25103 -0.51585 -0.94250
C -0.41000 -1.77809 -1.12286
C -0.91675 -2.92833 -0.31856
C -0.81200 -2.64187 1.18824
C 0.58525 -2.08678 1.65728
C 0.52982 -0.82144 2.55200
C 0.92874 0.53787 1.92735
P 2.57848 0.63456 0.89772
H -0.00237 4.76999 -1.46938
H -1.55883 4.76666 -0.69339
H -1.38807 4.27253 -2.36710
H -2.21477 1.70899 -0.63083
H -2.03839 2.28815 -2.28599
H -0.77980 0.51163 -2.79362
H 0.34069 0.85761 -1.43715
H -1.40356 -0.33685 0.09556
H -2.21479 -0.77147 -1.34957
H -0.56721 -2.08240 -2.23363
H 0.66199 -1.59471 -0.98654
H -0.46954 -3.86269 -0.59393
H -1.95683 -3.02906 -0.57967
H -0.96456 -3.58245 1.67480
H -1.64155 -2.02146 1.47409
H 1.25783 -1.98850 0.84112
H 0.98314 -2.86671 2.27584
H 1.07055 -1.00488 3.45478
H -0.50070 -0.72608 2.85300
H 0.14689 0.97351 1.33586
H 1.07660 1.21431 2.74791
H 3.09147 -0.62256 1.41277
H 1.94119 -0.05845 -0.27789
H 2.09899 1.89907 0.28656
H 3.21020 1.42007 1.94575
H 3.80388 0.78346 0.08455
Sn 0.57252 -1.18320 -3.18110
*
```

Values from the calculation:
HOMO energy ... -0.3712 Ha

The following is a DFT calculation (wB97M-V/def2-TZVPD) of a structure of composition C8H12NO at a distorted geometry.

```
! RIJCOSX wB97M-V def2-TZVPD def2/J DEFGRID3
* xyz 1 1
C 1.72906 0.71112 0.07817
C 0.46753 0.90379 0.08242
C 1.34594 -0.80042 -0.15577
C -2.04679 1.14201 -0.74672
C -0.85962 0.53370 0.09821
C -0.28070 -0.89454 -0.33394
C 2.92289 1.45099 0.19794
C -0.74704 -1.87607 0.66091
N -3.29181 0.57650 -0.58070
O -3.61407 -0.02114 0.41053
H 1.71889 -1.16086 -1.17751
H 1.59035 -1.54457 0.68652
H -2.31478 2.16594 -0.51243
H -1.71810 1.20638 -1.86624
H -1.40145 0.36176 1.14917
H -0.48865 -0.99471 -1.42196
H 3.67943 1.31271 -0.65033
H 3.41724 1.01508 1.02162
H 2.68095 2.52654 0.40964
H -0.15090 -2.82874 0.53177
H -1.82569 -2.23194 0.45442
H -0.81267 -1.55353 1.66429
*
```

Values from the calculation:
ΔE to the lowest compared entry with this formula, charge and spin ... 143.7 kcal per mole
HOMO energy ... -0.4665 Ha

The following is a DFT calculation (wB97M-V/def2-TZVPD) of a structure of composition C43H35BrIP2PdSi.

```
! RIJCOSX wB97M-V def2-TZVPD def2/J DEFGRID3
* xyz -1 1
Pd 0.03784 -1.20428 -0.15740
C -3.07088 -3.58356 0.57898
Si -2.11090 -1.97639 0.22222
C -2.53148 -0.96644 1.85257
C -3.84051 -0.90771 2.35952
C -4.14713 -0.28337 3.55935
C -3.13583 0.31119 4.31152
C -1.83925 0.29499 3.82739
C -1.53850 -0.31992 2.60602
P 0.19324 -0.27556 1.97769
C 0.67180 1.47641 2.17458
C -0.26090 2.50789 2.08954
C 0.15000 3.83494 1.99924
C 1.49927 4.14975 1.99443
C 2.44094 3.12882 2.07669
C 2.03171 1.80670 2.15683
C 1.10934 -1.12762 3.32674
C 1.64671 -0.49656 4.44688
C 2.33036 -1.22616 5.41406
C 2.47697 -2.59907 5.27623
C 1.94112 -3.23921 4.16510
C 1.27192 -2.50772 3.19329
C -3.28281 -1.06270 -1.02812
C -4.58371 -1.49472 -1.33401
C -5.36761 -0.86381 -2.29403
C -4.86466 0.23111 -2.98593
C -3.58366 0.68358 -2.70204
C -2.79300 0.04642 -1.74219
P -1.06485 0.63044 -1.39876
C -1.32267 2.44067 -1.71397
C -0.74367 3.20903 -2.72047
C -0.97149 4.58315 -2.79168
C -1.78575 5.21209 -1.86443
C -2.38016 4.45690 -0.85768
C -2.14120 3.09373 -0.78026
C -0.15791 0.10317 -2.91262
C 1.13315 0.59048 -3.13240
C 1.89752 0.14274 -4.19954
C 1.38604 -0.81596 -5.06545
C 0.11038 -1.32194 -4.84905
C -0.65662 -0.86686 -3.78205
H -4.10173 -3.39630 0.91191
H -2.56261 -4.14635 1.37171
H -3.10907 -4.22280 -0.31298
H -4.64830 -1.35975 1.78763
H -5.17172 -0.26214 3.91541
H -3.35991 0.78368 5.26084
H -1.04863 0.77196 4.39952
H -1.31810 2.27067 2.07676
H -0.59169 4.62178 1.92076
H 1.81881 5.18170 1.91282
H 3.49876 3.36197 2.05428
H 2.77349 1.01697 2.18693
H 1.53670 0.57586 4.56423
H 2.74699 -0.72019 6.27745
H 3.01338 -3.16705 6.02757
H 2.06033 -4.30958 4.04673
H 0.87436 -2.99026 2.30900
H -4.99522 -2.35409 -0.80979
H -6.36883 -1.22615 -2.50296
H -5.45933 0.72281 -3.74729
H -3.19067 1.53383 -3.24905
H -0.12410 2.73818 -3.47004
H -0.51188 5.16032 -3.58671
H -1.95933 6.28042 -1.92287
H -3.02602 4.93364 -0.12791
H -2.60392 2.50804 0.00964
H 1.56353 1.29488 -2.43030
H 2.90462 0.52252 -4.33536
H 1.98398 -1.17579 -5.89499
H -0.28913 -2.08551 -5.50703
H -1.64239 -1.28151 -3.60822
Br 5.27123 0.87901 -1.86951
C 5.47157 -1.01582 -1.77991
C 6.65691 -1.53991 -2.28450
C 6.86006 -2.91178 -2.27574
C 5.87662 -3.75194 -1.77228
C 4.70088 -3.21388 -1.26850
C 4.48581 -1.83940 -1.25688
I 2.68504 -1.09726 -0.31968
H 7.40911 -0.87228 -2.68457
H 7.78526 -3.31966 -2.66590
H 6.02402 -4.82636 -1.77200
H 3.92794 -3.86707 -0.87498
*
```

Values from the calculation:
ΔE to the lowest compared entry with this formula, charge and spin ... 2.5 kcal per mole
HOMO energy ... -0.1039 Ha

The following is a DFT calculation (wB97M-V/def2-TZVPD) of the molecule C2H4N4O2 at a distorted geometry.

```
! RIJCOSX wB97M-V def2-TZVPD def2/J DEFGRID3
* xyz 0 1
H 1.19706 2.51064 -0.10639
N 1.62295 1.61167 -0.10631
C 0.77083 0.75850 0.12515
N -0.59448 1.00958 -0.02670
C -1.22527 -0.15169 0.13705
O -2.50862 -0.01209 -0.23180
N -0.56681 -1.15125 0.16310
N 0.88765 -0.77926 0.53658
O 1.78306 -1.21555 -0.46075
H -1.25842 1.95690 0.42318
H -2.78505 -0.87549 -0.43030
H 1.93242 -2.24687 0.11400
*
```

Values from the calculation:
SMILES ... [H]/N=c1\[nH]c(O)nn1O
ΔE to the lowest compared entry with this formula, charge and spin ... 113.5 kcal per mole
HOMO energy ... -0.3455 Ha

The following is a DFT calculation (wB97M-V/def2-TZVPD) of the ion C6H10N3OS with charge +1 at a distorted geometry.

```
! RIJCOSX wB97M-V def2-TZVPD def2/J DEFGRID3
* xyz 1 3
C -2.31170 -0.59839 -0.04092
C 3.17574 -0.46242 -0.16074
C 2.40819 0.32452 0.92825
C 2.10558 0.05753 -1.25709
C 1.36070 0.78733 -0.09757
C -3.70411 -0.20712 -0.34624
N -1.77821 -1.20508 0.90086
N -0.91766 -1.36823 1.60748
N 0.06517 0.28922 0.13128
O -3.95590 1.03241 0.38184
S -1.11967 0.43621 -0.88264
H 4.10060 -0.00413 -0.27162
H 3.24246 -1.58020 -0.08178
H 1.81430 -0.24863 1.61729
H 3.05389 1.03241 1.54480
H 2.60462 0.67293 -1.84889
H 1.41550 -0.72663 -1.66697
H 1.27469 1.82678 -0.17230
H -3.82210 -0.04275 -1.44296
H -4.53564 -0.88920 0.00007
H -4.47644 0.87343 1.15784
*
```

Values from the calculation:
ΔE to the lowest compared entry with this formula, charge and spin ... 82.6 kcal per mole
HOMO energy (spin up / spin down) ... -0.4635 / -0.5120 Ha